1.
Molecular formula: C55H48N5O4PS3Ti
Method: DFT, ωB97M-V/def2-TZVPD

- net charge = +2
- energy relative to the best compared isomer or geometry (same formula, charge and spin) (eV) = 0.476
- HOMO-LUMO gap (eV) = 5.58
- calculated total energy (eV) = -138353.107

Last column: Löwdin charge in e.
Element x y z (Å)
Ti1 1.2147 -1.2725 -0.5354  1.075
C1 5.1938 1.4057 -3.4667  -0.059
C2 5.6713 0.1305 -3.1869  -0.048
C3 5.0609 -0.6559 -2.2257  -0.023
C4 3.9714 -0.1637 -1.5098  -0.277
C5 3.5010 1.1152 -1.7856  -0.042
C6 4.1017 1.8929 -2.7669  -0.055
N1 3.2882 -0.9781 -0.5712  -0.015
C7 3.9765 -1.7798 0.2679  -0.235
C8 5.3006 -1.5729 0.7367  0.003
C9 5.8491 -2.4472 1.6309  -0.028
C10 5.1499 -3.5906 2.1056  -0.051
C11 3.8868 -3.8350 1.6643  -0.004
C12 3.3001 -2.9179 0.7631  -0.223
N2 2.0888 -3.1037 0.1426  -0.027
N3 1.5167 -4.2194 0.1900  0.153
C13 0.4990 -4.2961 -0.7873  -0.312
C14 0.0051 -5.5456 -1.1245  0.034
C15 -0.8108 -5.6375 -2.2413  -0.014
C16 -1.0793 -4.4930 -2.9823  -0.020
C17 -0.5612 -3.2829 -2.5495  -0.098
N4 0.1780 -3.1816 -1.4471  0.034
H1 5.6711 2.0106 -4.2246  0.112
H2 6.5113 -0.2652 -3.7413  0.117
H3 5.4055 -1.6681 -2.0576  0.129
H4 2.6571 1.5169 -1.2393  0.062
H5 3.7183 2.8849 -2.9685  0.102
H6 5.8532 -0.7093 0.3937  0.126
H7 6.8507 -2.2616 1.9962  0.120
H8 5.6286 -4.2595 2.8059  0.114
H9 3.3217 -4.6973 1.9889  0.118
H10 0.3003 -6.4085 -0.5458  0.130
H11 -1.2077 -6.5956 -2.5478  0.127
H12 -1.6818 -4.5278 -3.8782  0.124
H13 -0.7655 -2.3595 -3.0797  0.128
O1 -1.5665 0.9753 1.8667  -0.509
S1 -2.4842 1.2394 3.0185  0.974
C18 -1.3924 1.1819 4.4803  -0.273
C19 -0.2052 0.2529 4.2257  -0.242
C20 -0.5146 -1.2335 4.3537  -0.193
C21 -1.5355 -1.7578 3.3482  -0.337
S2 -1.0544 -2.5630 1.8036  1.102
O2 -0.3528 -1.6622 0.7648  -0.619
C22 -2.7354 -2.8374 1.1935  -0.326
C23 -2.8410 -3.4005 -0.0712  -0.091
C24 -4.0809 -3.7183 -0.5987  -0.057
C25 -5.2325 -3.4897 0.1375  -0.056
C26 -5.1298 -2.9429 1.4052  -0.045
C27 -3.8916 -2.6204 1.9432  -0.059
C28 -2.9476 2.9463 3.0181  -0.395
C29 -4.2960 3.2407 3.1433  -0.079
C30 -4.7071 4.5683 3.1025  -0.058
C31 -3.7723 5.5729 2.9143  -0.054
C32 -2.4218 5.2650 2.7699  -0.055
C33 -2.0030 3.9486 2.8246  -0.080
H14 -1.0420 2.1876 4.7092  0.094
H15 -2.0279 0.8534 5.3059  0.104
H16 0.1996 0.4694 3.2363  0.074
H17 0.5665 0.5142 4.9531  0.122
H18 -0.9443 -1.4208 5.3417  0.130
H19 0.3954 -1.8302 4.3278  0.101
H20 -2.3147 -1.0375 3.1223  0.019
H21 -2.0175 -2.6468 3.7739  0.107
H22 -1.9606 -3.5890 -0.6511  0.059
H23 -4.1413 -4.1555 -1.5868  0.117
H24 -6.2019 -3.7439 -0.2682  0.121
H25 -6.0186 -2.7680 1.9960  0.120
H26 -3.8769 -2.2171 2.9409  0.101
H27 -5.0161 2.4420 3.2697  0.110
H28 -5.7549 4.8121 3.2098  0.115
H29 -4.0936 6.6047 2.8764  0.115
H30 -1.7001 6.0566 2.6190  0.111
H31 -0.9576 3.6980 2.7040  0.092
O3 2.6384 -1.3587 -4.0949  0.189
C34 1.7576 -0.7881 -3.5397  -0.463
O4 1.4024 -1.1594 -2.2587  -0.256
C35 0.8409 0.2379 -4.0831  -0.135
C36 0.8544 0.3582 -5.4720  0.013
C37 -0.0210 1.2165 -6.1125  -0.033
C38 -0.9191 1.9532 -5.3554  -0.035
C39 -0.9234 1.8422 -3.9734  -0.075
C40 -0.0400 0.9959 -3.3036  -0.262
P1 -0.1236 1.0415 -1.4572  1.147
C41 0.4388 2.7353 -1.0915  -0.374
C42 0.9917 3.5713 -2.0613  -0.082
C43 1.4727 4.8263 -1.7137  -0.052
C44 1.4110 5.2594 -0.3984  -0.052
C45 0.8571 4.4346 0.5707  -0.066
C46 0.3766 3.1781 0.2313  -0.132
C47 -1.9165 1.0599 -1.1962  -0.372
C48 -2.6211 -0.1369 -1.2228  -0.085
C49 -3.9975 -0.1358 -1.0596  -0.054
C50 -4.6737 1.0620 -0.8678  -0.053
C51 -3.9714 2.2590 -0.8320  -0.055
C52 -2.5945 2.2581 -0.9926  -0.091
H32 1.5575 -0.2439 -6.0312  0.131
H33 -0.0097 1.3015 -7.1900  0.119
H34 -1.6205 2.6213 -5.8369  0.119
H35 -1.6298 2.4368 -3.4074  0.109
H36 1.0673 3.2545 -3.0923  0.106
H37 1.8961 5.4643 -2.4774  0.117
H38 1.7909 6.2362 -0.1311  0.115
H39 0.8002 4.7703 1.5992  0.105
H40 -0.0868 2.5494 0.9809  0.076
H41 -2.1007 -1.0821 -1.3457  0.080
H42 -4.5443 -1.0694 -1.0781  0.093
H43 -5.7492 1.0624 -0.7481  0.112
H44 -4.4931 3.1936 -0.6738  0.114
H45 -2.0473 3.1903 -0.9385  0.110
S3 3.3695 1.2853 2.9418  1.120
C53 2.9928 -0.2876 3.4877  -0.353
C54 2.1881 -0.8951 2.5847  -0.279
N5 1.8706 -0.1466 1.4763  -0.066
C55 2.4508 1.0261 1.5487  -0.453
H46 3.3746 -0.6838 4.4127  0.092
H47 1.8118 -1.9019 2.6712  0.106
H48 2.3778 1.7821 0.7853  0.061

2.
Molecular formula: C22H44O44S11
Method: DFT, ωB97M-V/def2-TZVPD

- energy relative to the best compared isomer or geometry (same formula, charge and spin) (eV) = 0.624
- HOMO-LUMO gap (eV) = 10.42
- calculated total energy (eV) = -232794.795

Last column: Löwdin charge in e.
Element x y z (Å)
C1 -4.9866 2.1424 2.4361  -0.130
C2 -5.6785 2.0041 3.7983  -0.152
O1 -6.0427 0.6272 3.8109  -0.180
S1 -6.6422 0.2570 2.3862  0.588
O2 -7.9861 0.6806 2.2703  -0.199
O3 -6.2712 -1.0824 2.1161  -0.228
O4 -5.6771 1.2214 1.5604  -0.188
H1 -3.9649 1.7725 2.5242  0.099
H2 -5.0153 3.1511 2.0359  0.138
H3 -6.4850 2.7203 3.9555  0.134
H4 -4.9380 2.1779 4.5771  0.139
C3 -5.0442 -0.7353 -5.0995  -0.139
C4 -3.7400 -0.8640 -5.8926  -0.167
O5 -2.9461 0.0740 -5.1624  -0.196
S2 -2.9907 -0.4188 -3.6463  0.587
O6 -2.6445 0.6804 -2.8394  -0.188
O7 -2.3988 -1.6913 -3.4190  -0.218
O8 -4.6016 -0.6014 -3.7419  -0.199
H5 -5.6576 -1.6258 -5.1949  0.135
H6 -5.5536 0.1913 -5.3473  0.136
H7 -3.7749 -0.5752 -6.9386  0.139
H8 -3.3147 -1.8694 -5.8646  0.126
C5 0.5266 4.2053 3.5890  -0.169
C6 -0.7684 3.4254 3.3929  -0.153
O9 -1.0805 2.8830 4.6707  -0.204
S3 -0.1626 3.4184 5.8409  0.576
O10 0.9035 2.5545 6.1492  -0.196
O11 -1.0140 3.9559 6.8079  -0.189
O12 0.4750 4.6110 4.9475  -0.184
H9 0.6284 5.0632 2.9329  0.125
H10 1.3699 3.5149 3.4580  0.131
H11 -0.8930 2.7054 2.5979  0.095
H12 -1.5614 4.1537 3.1677  0.126
C7 -4.8788 -3.0863 -0.3988  -0.139
C8 -3.8330 -2.2240 0.2899  -0.174
O13 -3.2510 -3.1419 1.2182  -0.200
S4 -3.0007 -4.4936 0.4305  0.593
O14 -3.0535 -5.5730 1.3393  -0.199
O15 -1.8924 -4.3344 -0.4414  -0.214
O16 -4.3675 -4.4239 -0.3889  -0.169
H13 -5.1333 -2.7589 -1.4069  0.129
H14 -5.8190 -3.0384 0.1552  0.128
H15 -4.2658 -1.2999 0.6625  0.112
H16 -3.0238 -1.8913 -0.3705  0.115
C9 1.1609 5.1041 -0.4736  -0.130
C10 0.3983 3.8692 -0.9234  -0.160
O17 -0.7966 3.9435 -0.1402  -0.199
S5 -1.3115 5.4568 -0.2334  0.569
O18 -2.0037 5.7992 0.9425  -0.207
O19 -1.9497 5.6351 -1.4837  -0.206
O20 0.1277 6.1015 -0.2541  -0.188
H17 1.9099 5.4997 -1.1523  0.135
H18 1.5937 4.9721 0.5205  0.117
H19 0.9169 2.9373 -0.7174  0.117
H20 0.1283 3.9236 -1.9799  0.139
C11 0.3894 -1.6927 0.4247  -0.126
C12 0.1927 -0.9974 -0.9414  -0.152
O21 -0.9018 -0.1266 -0.7502  -0.209
S6 -0.9942 0.3773 0.7651  0.606
O22 -2.3226 0.7074 1.1046  -0.186
O23 0.0838 1.2535 1.0490  -0.209
O24 -0.6334 -1.1052 1.2467  -0.202
H21 1.3320 -1.5197 0.9435  0.119
H22 0.2445 -2.7700 0.4387  0.124
H23 -0.0637 -1.7363 -1.6935  0.122
H24 1.1344 -0.4937 -1.1447  0.101
C13 5.8769 -1.8019 1.3259  -0.156
C14 4.5541 -2.1720 1.9195  -0.145
O25 4.8944 -3.1648 2.9080  -0.179
S7 6.3978 -3.0246 3.3974  0.575
O26 7.1392 -4.1727 3.0406  -0.210
O27 6.3884 -2.5430 4.7169  -0.208
O28 6.7829 -1.7930 2.4500  -0.191
H25 5.9610 -0.8134 0.8820  0.116
H26 6.2557 -2.5681 0.6451  0.133
H27 3.8533 -2.4991 1.1516  0.116
H28 4.0342 -1.4123 2.5085  0.141
C15 4.5349 3.3573 -0.3029  -0.139
C16 5.7345 2.5169 0.1363  -0.137
O29 5.5137 1.1996 -0.3679  -0.194
S8 4.1608 1.0616 -1.2032  0.576
O30 3.1698 0.4049 -0.4340  -0.209
O31 4.4812 0.5365 -2.4715  -0.199
O32 3.9006 2.6168 -1.3568  -0.183
H29 4.8170 4.3400 -0.6651  0.138
H30 3.8015 3.4331 0.5014  0.125
H31 5.7917 2.4853 1.2245  0.138
H32 6.6989 2.8721 -0.2214  0.135
C17 5.5830 -2.6530 -3.2023  -0.139
C18 4.5512 -3.1230 -4.2263  -0.150
O33 3.5446 -3.8113 -3.4872  -0.177
S9 3.8168 -3.7643 -1.9128  0.580
O34 4.4026 -4.9780 -1.5055  -0.188
O35 2.6694 -3.2971 -1.2216  -0.217
O36 4.8527 -2.5578 -1.9719  -0.202
H33 5.9757 -1.6787 -3.4716  0.134
H34 6.3639 -3.4024 -3.0697  0.133
H35 5.0231 -3.7137 -5.0105  0.140
H36 4.1112 -2.2706 -4.7399  0.102
C19 -3.0254 -1.4768 3.6303  -0.172
C20 -3.5029 -2.1419 4.9185  -0.128
O37 -2.5869 -1.6611 5.9222  -0.180
S10 -1.8000 -0.3583 5.4112  0.595
O38 -0.4862 -0.7339 5.0273  -0.211
O39 -1.9566 0.6672 6.3782  -0.208
O40 -2.6688 -0.1657 4.0880  -0.203
H37 -3.8819 -1.3861 2.9697  0.106
H38 -2.1866 -2.0241 3.2130  0.120
H39 -3.3957 -3.2185 4.7868  0.138
H40 -4.5044 -1.8931 5.2610  0.134
C21 0.3619 -0.8057 -5.5791  -0.168
C22 1.4659 -1.5361 -4.8483  -0.191
O41 2.4930 -0.5844 -4.6346  -0.192
S11 2.4953 0.4285 -5.8857  0.597
O42 3.4182 -0.0202 -6.8561  -0.210
O43 2.5942 1.7511 -5.4125  -0.201
O44 1.0246 0.1170 -6.4336  -0.157
H41 -0.2245 -0.3331 -4.7867  0.112
H42 -0.3701 -1.3905 -6.1284  0.139
H43 1.8331 -2.3328 -5.5137  0.135
H44 1.0813 -2.1117 -4.0091  0.135

3.
Molecular formula: C6H16Si
Method: DFT, ωB97M-V/def2-TZVPD

- energy relative to the best compared isomer or geometry (same formula, charge and spin) (eV) = 4.981
- HOMO-LUMO gap (spin up / spin down) (eV) = 8.99 / 7.63
- calculated total energy (eV) = -14354.443

Last column: natural (NBO) charge in e.
Element x y z (Å)
C1 2.6408 -1.0528 -0.8327  -0.677
C2 1.9318 0.1020 1.2534  -0.701
C3 -0.4960 1.8821 -0.9067  -0.685
C4 -3.4640 -0.3281 0.5034  -1.068
C5 1.6240 -0.9318 0.2435  -0.057
C6 -0.8265 0.4616 -1.0411  -0.536
Si1 -1.5153 -0.5661 0.3216  1.102
H1 3.3401 -1.7803 -0.5454  0.218
H2 2.1229 -1.3278 -1.8046  0.221
H3 3.0826 -0.0939 -0.9847  0.203
H4 1.0179 0.2535 1.8755  0.229
H5 2.8841 -0.0727 1.8221  0.217
H6 2.2517 0.9146 0.6247  0.208
H7 -1.3402 2.4692 -1.0672  0.222
H8 -0.0426 1.9634 0.1457  0.203
H9 0.2980 2.2963 -1.4591  0.217
H10 -3.4185 0.7437 0.2203  0.216
H11 -4.1072 -0.7079 -0.2477  0.234
H12 -3.7938 -0.3689 1.6508  0.242
H13 1.0196 -1.7491 0.5847  0.183
H14 -1.0072 0.2237 -2.1173  0.198
H15 -1.1645 -2.0177 0.1365  -0.188
H16 -1.0375 -0.3130 1.6242  -0.201

4.
Molecular formula: C19H22Cl3N2O5PbSe2
Method: DFT, ωB97M-V/def2-TZVPD

- net charge = +1
- HOMO-LUMO gap (spin up / spin down) (eV) = 6.06 / 6.26
- calculated total energy (eV) = -206778.866

Last column: natural (NBO) charge in e.
Element x y z (Å)
Pb1 -0.2249 0.0491 0.0299  1.447
O1 -3.3996 -0.0389 -0.1093  -0.743
C1 -4.4876 0.6523 -0.7185  -0.080
C2 -3.9338 1.7828 -1.5798  -0.118
C3 -5.1586 2.4747 -2.2253  -0.051
O2 -4.7702 3.4895 -3.1272  -0.714
C4 -3.1925 2.8634 -0.7489  -0.603
Se1 -2.4441 2.3836 0.9942  0.210
C5 -3.0751 1.2696 -2.7664  -0.594
Se2 -2.1055 -0.4220 -2.5961  0.207
H1 -3.7404 -0.7096 0.5018  0.508
H2 -5.1432 1.0630 0.0550  0.196
H3 -5.0659 -0.0392 -1.3389  0.195
H4 -5.8195 2.8645 -1.4445  0.180
H5 -5.7215 1.7382 -2.8037  0.188
H6 -4.7743 4.3422 -2.6836  0.479
H7 -3.9060 3.6511 -0.5022  0.227
H8 -2.4024 3.3107 -1.3479  0.226
H9 -2.3642 2.0401 -3.0563  0.228
H10 -3.7337 1.1076 -3.6183  0.242
Cl1 5.9161 -3.8604 2.3787  0.028
C6 4.5664 -3.1052 1.6046  -0.105
C7 4.2163 -3.4975 0.2991  -0.153
C8 3.1523 -2.9302 -0.3447  -0.237
C9 2.3655 -1.9275 0.2756  0.427
O3 1.3612 -1.4348 -0.3805  -0.871
C10 2.7367 -1.5254 1.5946  -0.324
C11 2.0620 -0.5208 2.3499  0.442
O4 1.1060 0.1964 2.0001  -0.715
C12 3.8399 -2.1434 2.2401  -0.145
H11 4.8023 -4.2626 -0.1928  0.240
H12 2.8813 -3.2364 -1.3452  0.230
H13 2.4488 -0.3518 3.3652  0.159
H14 4.0963 -1.8390 3.2474  0.232
Cl2 -1.3235 -2.3196 2.3230  -0.006
C13 -2.8046 -3.2876 2.4341  -0.381
Cl3 -4.2509 -2.2971 2.1701  -0.023
H15 -2.8610 -3.7108 3.4296  0.242
H16 -2.7729 -4.0525 1.6676  0.236
N1 5.4001 1.7081 0.3194  -0.810
C14 4.9935 2.6123 -0.6041  0.650
O5 5.6727 3.5485 -0.9630  -0.574
C15 3.6129 2.4190 -1.1793  -0.164
C16 3.3413 2.9969 -2.4151  -0.078
C17 2.0893 2.8293 -2.9793  -0.242
C18 1.1413 2.1054 -2.2789  0.063
N2 1.3843 1.5795 -1.0775  -0.559
C19 2.5977 1.7309 -0.5406  0.072
H17 6.3335 1.8116 0.6816  0.420
H18 4.9269 0.8354 0.4667  0.396
H19 4.1250 3.5598 -2.9040  0.260
H20 1.8464 3.2456 -3.9458  0.243
H21 0.1507 1.9362 -2.6847  0.206
H22 2.7294 1.2980 0.4425  0.211

5.
Molecular formula: C24H24N2O4
Method: DFT, ωB97M-V/def2-TZVPD

- energy relative to the best compared isomer or geometry (same formula, charge and spin) (eV) = 1.894
- HOMO-LUMO gap (eV) = 7.78
- calculated total energy (eV) = -36447.604

Last column: natural (NBO) charge in e.
Element x y z (Å)
C1 0.8180 -0.6859 6.1392  -0.412
N1 -0.0564 -0.8245 4.9957  -0.438
C2 0.0991 -2.1097 4.3527  -0.416
C3 -0.0322 0.3004 4.0850  -0.211
C4 1.2992 0.5638 3.3588  -0.444
C5 1.2609 1.8355 2.5026  -0.217
N2 0.9676 1.6229 1.1057  -0.404
C6 1.8444 1.9386 0.1331  0.612
O1 3.0101 2.2788 0.2366  -0.632
C7 1.1176 1.8383 -1.1637  0.302
O2 1.7688 2.1648 -2.2761  -0.628
C8 -0.1669 1.5060 -0.9215  -0.190
C9 -1.3179 1.3588 -1.8124  0.504
O3 -2.4610 1.5325 -1.4217  -0.531
C10 -1.0303 0.9833 -3.1980  0.175
C11 -1.8477 1.0770 -4.2931  -0.203
C12 -1.1050 0.5598 -5.3873  -0.152
C13 -1.3463 0.3789 -6.7506  -0.169
C14 -0.3510 -0.1832 -7.5160  -0.229
C15 0.8724 -0.5664 -6.9562  -0.197
C16 1.1379 -0.3996 -5.6131  -0.270
C17 0.1376 0.1694 -4.8376  0.362
O4 0.1700 0.4267 -3.5171  -0.413
C18 -0.3336 1.2890 0.5689  -0.077
C19 -0.7304 -0.1588 0.7718  0.060
C20 -2.0324 -0.4880 1.1195  -0.227
C21 -2.4065 -1.8164 1.2307  -0.207
C22 -1.4836 -2.8211 0.9960  -0.220
C23 -0.1846 -2.4955 0.6405  -0.196
C24 0.1887 -1.1695 0.5209  -0.249
H1 0.5465 -1.4425 6.8757  0.200
H2 1.8840 -0.8144 5.8975  0.160
H3 0.6751 0.2968 6.5851  0.197
H4 -0.1535 -2.8895 5.0714  0.197
H5 -0.5875 -2.1764 3.5111  0.209
H6 1.1210 -2.2981 3.9901  0.159
H7 -0.2941 1.1890 4.6690  0.187
H8 -0.8223 0.1341 3.3487  0.202
H9 2.0859 0.6784 4.1058  0.210
H10 1.5539 -0.2879 2.7281  0.216
H11 0.5278 2.5382 2.9161  0.193
H12 2.2445 2.3143 2.5108  0.241
H13 2.6771 2.4030 -2.0084  0.508
H14 -2.8415 1.4752 -4.2996  0.242
H15 -2.2900 0.6738 -7.1827  0.217
H16 -0.5104 -0.3349 -8.5731  0.215
H17 1.6262 -1.0026 -7.5941  0.217
H18 2.0790 -0.6907 -5.1756  0.227
H19 -1.1075 1.9458 0.9824  0.228
H20 -2.7565 0.2948 1.2879  0.224
H21 -3.4214 -2.0656 1.5013  0.218
H22 -1.7756 -3.8569 1.0849  0.217
H23 0.5363 -3.2764 0.4490  0.215
H24 1.1965 -0.9133 0.2255  0.218